{"formula": "C42H115N13O13", "method": "the ωB97M-V functional and the def2-TZVPD basis", "symbols": ["C", "O", "N", "N", "H", "H", "H", "H", "C", "O", "N", "N", "H", "H", "H", "H", "C", "O", "C", "C", "N", "C", "C", "O", "C", "H", "H", "H", "H", "H", "H", "H", "H", "H", "H", "H", "H", "H", "H", "H", "C", "O", "C", "C", "N", "C", "C", "O", "C", "H", "H", "H", "H", "H", "H", "H", "H", "H", "H", "H", "H", "H", "H", "H", "C", "C", "C", "O", "C", "N", "H", "H", "H", "H", "H", "H", "H", "H", "H", "H", "H", "C", "C", "C", "O", "C", "N", "H", "H", "H", "H", "H", "H", "H", "H", "H", "H", "H", "C", "C", "C", "O", "C", "N", "H", "H", "H", "H", "H", "H", "H", "H", "H", "H", "H", "C", "C", "C", "O", "C", "N", "H", "H", "H", "H", "H", "H", "H", "H", "H", "H", "H", "C", "C", "C", "O", "C", "N", "H", "H", "H", "H", "H", "H", "H", "H", "H", "H", "H", "C", "C", "C", "O", "C", "N", "H", "H", "H", "H", "H", "H", "H", "H", "H", "H", "H", "C", "C", "C", "O", "C", "N", "H", "H", "H", "H", "H", "H", "H", "H", "H", "H", "H"], "positions_angstrom": [[0.17386, -4.49602, -0.74812], [0.52117, -4.93951, -1.81585], [1.01764, -4.26976, 0.21809], [-1.02882, -4.24137, -0.37671], [0.60534, -3.54212, 0.78435], [2.00848, -4.37350, 0.05202], [-1.72513, -4.31762, -1.10433], [-1.17403, -3.81183, 0.52580], [-4.30128, -2.41398, 1.84898], [-3.31764, -2.15859, 1.16942], [-4.18198, -2.54767, 3.16475], [-5.51622, -2.75303, 1.48831], [-3.32724, -2.28426, 3.63393], [-5.01604, -2.86741, 3.63615], [-5.83430, -2.75404, 0.52971], [-6.14334, -2.96249, 2.25183], [-0.08290, 2.13907, -0.61995], [-1.16734, 1.40844, -0.06273], [-1.37827, 0.19688, -0.73443], [-0.40125, -0.92726, -0.28580], [-0.69118, -1.50464, 1.04244], [-0.54952, -0.53712, 2.13943], [0.93086, -0.18389, 2.39563], [1.13678, 0.96874, 3.19270], [2.56239, 1.19721, 3.39916], [0.14875, 3.03553, -0.04480], [-0.28243, 2.43411, -1.65013], [0.86872, 1.61514, -0.53054], [-1.33929, 0.31061, -1.81778], [-2.41322, -0.02101, -0.47078], [0.63187, -0.59647, -0.39226], [-0.64969, -1.78211, -0.91477], [-1.66859, -1.75045, 1.10837], [-1.04122, -1.03991, 2.97222], [-1.07030, 0.41051, 2.00199], [1.45341, 0.06802, 1.47282], [1.44753, -1.07371, 2.75536], [2.95407, 0.45507, 4.09481], [2.82802, 2.17048, 3.81181], [3.10439, 1.08093, 2.46064], [4.10069, -2.24635, 4.03350], [3.64706, -3.42987, 3.42402], [4.38500, -3.68817, 2.22316], [4.02162, -5.10419, 1.73023], [4.09590, -5.25921, 0.32199], [4.16750, -6.64156, -0.15925], [4.49956, -6.57494, -1.68799], [5.86742, -6.07893, -1.75586], [6.46022, -6.19161, -2.99645], [3.65935, -1.43754, 3.45112], [5.17687, -2.12349, 4.15530], [3.62796, -2.08677, 5.00261], [5.46917, -3.58196, 2.26077], [4.13763, -2.91250, 1.49841], [3.02621, -5.36552, 2.08935], [4.49653, -5.92647, 2.26543], [5.03776, -4.94973, 0.12907], [3.19152, -7.12347, -0.10174], [4.92897, -7.15472, 0.42807], [3.92710, -5.84385, -2.25886], [4.27201, -7.56476, -2.08369], [6.62631, -7.22781, -3.29109], [7.41048, -5.65849, -3.02583], [5.85562, -5.81395, -3.82105], [-0.77151, 5.23435, -3.53930], [-0.23009, 6.23984, -2.62268], [0.99744, 5.78900, -1.79312], [1.60373, 6.91150, -1.17963], [0.96004, 7.58209, -0.12336], [0.05247, 7.37585, -3.47073], [-1.75835, 5.40051, -3.97131], [-0.91891, 4.29401, -3.00815], [-0.15400, 5.08923, -4.42571], [-1.05193, 6.47010, -1.94469], [1.74593, 5.26099, -2.38395], [0.68774, 5.15351, -0.96346], [1.37636, 8.58574, -0.20970], [1.09278, 7.02674, 0.80511], [-0.11010, 7.73201, -0.26632], [0.79690, 7.11127, -4.09996], [0.41270, 8.08331, -2.84636], [6.06188, 3.14700, 4.21482], [5.95509, 4.51190, 3.51115], [4.84748, 4.71425, 2.50703], [4.77666, 3.64742, 1.55257], [3.71173, 3.72531, 0.66535], [5.88670, 5.47517, 4.58319], [6.96882, 2.99111, 4.79899], [6.28717, 2.32433, 3.53616], [5.16204, 2.95744, 4.80003], [6.90756, 4.61184, 2.99066], [4.83831, 5.69740, 2.03648], [3.85024, 4.71743, 2.94704], [3.97807, 3.40505, -0.34192], [3.23266, 4.70408, 0.68946], [2.93975, 3.03496, 1.00530], [5.21160, 5.24183, 5.29725], [6.73317, 5.32079, 5.11210], [-2.56476, 2.29457, -4.53606], [-4.06469, 2.07543, -4.93261], [-4.94555, 3.28430, -4.48900], [-4.63875, 4.48252, -5.20271], [-5.31808, 5.67078, -4.79676], [-4.15131, 1.72926, -6.34781], [-2.33190, 3.30898, -4.85988], [-1.85454, 1.56010, -4.91585], [-2.44298, 2.31135, -3.45301], [-4.39863, 1.17552, -4.41616], [-4.81720, 3.35448, -3.40886], [-5.97737, 2.93444, -4.52091], [-5.03665, 6.52559, -5.41172], [-5.09677, 6.00973, -3.78471], [-6.40549, 5.59570, -4.79979], [-3.22592, 1.41941, -6.60807], [-4.19791, 2.57676, -6.89525], [0.86463, -3.39960, 5.34695], [-0.16713, -4.27960, 4.59696], [-1.58572, -4.06834, 5.05640], [-1.72458, -4.09914, 6.48431], [-1.59601, -5.36546, 7.12200], [0.05366, -3.97674, 3.21930], [0.66858, -3.31671, 6.41597], [0.93633, -2.34667, 5.07434], [1.91745, -3.65767, 5.23264], [0.05340, -5.31217, 4.86766], [-2.29020, -4.79543, 4.65246], [-2.02555, -3.08690, 4.87911], [-2.35344, -6.09095, 6.82523], [-1.80875, -5.22870, 8.18226], [-0.61436, -5.82536, 7.00823], [1.05755, -3.99323, 3.10961], [-0.22810, -3.00940, 3.14882], [1.38110, 2.45843, -4.58236], [1.94888, 1.03242, -4.14579], [1.11335, -0.25822, -4.38127], [-0.18026, -0.16271, -3.80137], [-0.80715, -1.41657, -3.90823], [3.24118, 0.85796, -4.79705], [0.50906, 2.57407, -3.93873], [1.07544, 2.62201, -5.61575], [2.04444, 3.25447, -4.24413], [2.07093, 1.01821, -3.06273], [1.72600, -1.10354, -4.06791], [0.97526, -0.36943, -5.45676], [-1.79785, -1.36323, -3.45681], [-0.18929, -2.22238, -3.51197], [-1.10677, -1.55142, -4.94753], [3.16181, 0.63965, -5.77998], [3.91002, 1.61175, -4.72962], [-3.93908, 2.35661, 2.49373], [-3.07534, 3.55361, 2.13982], [-1.67341, 3.32644, 2.71028], [-0.77480, 4.40085, 2.31639], [0.54507, 4.28548, 2.98553], [-2.89006, 3.58144, 0.71186], [-4.96261, 2.55090, 2.17320], [-3.95696, 2.24363, 3.57771], [-3.64192, 1.41220, 2.03780], [-3.50084, 4.48174, 2.52140], [-1.18697, 2.44824, 2.28574], [-1.76523, 3.25789, 3.79424], [1.03440, 5.24897, 2.84286], [1.06436, 3.45361, 2.50968], [0.54443, 4.07312, 4.05465], [-2.31792, 2.77886, 0.49141], [-2.24479, 4.32113, 0.47400], [-4.70240, -1.91628, -1.99201], [-5.26123, -3.31607, -2.22373], [-4.44328, -4.53454, -1.65899], [-3.09019, -4.44278, -2.11178], [-2.94555, -5.09175, -3.39942], [-6.55905, -3.23860, -1.54406], [-5.13550, -1.27288, -2.75789], [-3.61480, -1.88594, -2.05744], [-5.04204, -1.41672, -1.08471], [-5.37040, -3.50823, -3.29109], [-4.98221, -5.44889, -1.90726], [-4.46656, -4.39816, -0.57782], [-3.15441, -4.43610, -4.24476], [-3.54527, -5.98549, -3.57163], [-1.90266, -5.38008, -3.53114], [-7.06863, -2.44851, -1.91309], [-7.00018, -4.05449, -1.94385]], "atomic_forces_ev_per_a": [[2.0321, -1.4209, -1.6055], [0.0000, -0.8044, -2.2763], [2.3364, 1.2695, 2.7577], [-4.1323, 1.1086, 0.3592], [1.3664, -0.2487, 0.8788], [0.2426, 0.2507, 0.0302], [-0.6709, 0.1195, 0.4420], [-0.6264, -0.5806, -0.2772], [0.9624, -0.8694, 1.0900], [0.7644, 0.8666, -1.7059], [0.2310, 0.2008, 2.0556], [-1.7251, -0.0352, -1.3565], [-0.5144, -0.2312, 0.0204], [0.8380, 0.2606, 0.7705], [-0.2449, -0.1978, -0.1746], [-0.3262, 0.0364, -0.8477], [0.8449, 0.6735, 0.2640], [1.0101, -0.2728, -0.4688], [-1.4684, 0.8134, 1.1592], [0.0101, -2.2085, 0.2228], [0.0861, 5.4068, -0.8287], [1.6239, -1.1850, 1.0870], [0.6935, 0.3526, -0.2877], [0.2646, 0.0652, 0.5856], [-0.3575, -0.7714, -0.0640], [-0.7879, 0.1336, 0.2627], [-0.0152, -0.2103, -0.0801], [-0.0003, -0.5911, -0.3716], [0.5975, -0.1399, -0.1314], [0.0167, -0.6798, -0.0215], [-0.1143, -0.1576, 0.0557], [0.4340, 0.1584, -0.7023], [-1.2803, -1.6904, -0.1668], [0.2483, 0.3082, 0.4836], [-0.4943, 0.1629, -0.8659], [-0.2926, -0.3339, -0.6868], [0.0641, -0.1345, 0.5268], [-0.0803, -0.0890, 0.0588], [-0.8079, 0.1462, -0.1248], [0.0097, 0.0577, -0.2115], [-1.1197, 0.8901, 0.0365], [1.3686, -0.6461, 0.0538], [-0.6054, -0.7592, -0.4890], [-1.4017, -0.4074, 1.7121], [0.6859, 0.4275, -0.7908], [-0.7109, 1.0516, -1.4956], [0.9868, 0.5551, 1.4634], [-0.9772, -0.7668, 0.8127], [0.2969, -0.3507, -1.3415], [0.6182, 0.5063, -0.3231], [0.0693, -0.2954, -0.2611], [0.0528, -0.6223, 0.2220], [0.2515, -0.1094, 0.9699], [-0.5424, -0.0688, -0.4681], [-0.7440, 0.6576, -0.2500], [1.2943, 0.2083, 0.2635], [0.2027, 0.5802, -0.7512], [-0.0220, -0.0759, 0.4138], [0.0486, -0.6044, -0.3248], [-0.6173, -0.0488, 0.3833], [0.8315, -0.2107, -0.4090], [0.2645, -0.3438, 0.2449], [-0.0518, -0.0301, 0.2849], [-0.3767, 0.4939, 0.0213], [-0.7644, -2.3287, -0.7079], [-0.0017, 0.3840, -0.1304], [-1.0227, 0.6409, 0.8704], [0.9218, -0.1263, -0.9781], [-0.3642, 0.0001, -0.7573], [-0.0857, 0.7233, 0.8140], [-0.0986, 0.7771, 0.3306], [0.3017, -0.4368, -0.1259], [0.4119, -0.2708, 0.1458], [0.1332, 0.4494, 0.2831], [0.1071, 0.2187, -0.1363], [-0.3004, -0.6542, -0.0421], [0.2271, -0.0844, 0.9394], [0.2304, 0.3918, 0.3185], [-0.2762, -0.2840, -0.1877], [0.2184, 0.1462, -0.1883], [0.3208, 0.5167, -0.3473], [0.0160, -1.1114, -1.3487], [0.7050, -1.3771, 0.7419], [-1.6481, -0.7020, -0.3147], [1.6855, 0.2106, 0.2354], [-0.8811, -0.1464, 0.3335], [0.5070, 1.3502, 0.2681], [-0.0993, 1.0482, 0.6772], [-0.9168, -0.2094, -0.5823], [0.0826, -0.2397, 0.1094], [0.0261, 0.4832, -0.1334], [0.8146, 0.1102, -0.2863], [-0.1869, -0.0520, 0.9988], [0.3053, 0.3267, -0.0077], [0.1455, 0.2681, -0.4437], [-0.3898, -0.2822, 0.0433], [-0.7372, -0.2169, -0.3188], [0.4524, 0.5044, -0.0048], [-1.0419, 0.7693, 0.3271], [1.3067, 0.2636, 0.2899], [0.3036, -1.0231, 0.1539], [-0.2630, -0.3135, 0.2976], [-0.2124, 0.0954, 0.4735], [0.0589, 0.5384, -0.4338], [0.4440, -0.1172, -0.2575], [-0.2220, -0.0107, -0.2551], [-0.0939, -0.0802, 0.2629], [-0.3991, 0.1836, 0.4641], [0.5340, 0.5934, 0.2708], [-0.4814, 0.4869, -0.8550], [0.1723, -0.4759, -0.4417], [0.4672, -0.4503, 0.3722], [-0.1551, -0.3904, -0.3974], [0.0859, -0.5826, -0.1293], [-0.4761, 0.4343, -0.0893], [0.0137, 0.4421, 1.6974], [1.4332, 0.9083, 1.7398], [-1.0059, 0.0843, 1.4760], [0.2528, -0.4499, 0.0996], [-0.3115, 0.0413, 0.1994], [-0.8988, -0.5470, -1.3218], [-0.0011, -0.4016, 0.1882], [-0.8553, 0.2834, -0.6822], [-0.1797, -0.9202, -0.1773], [0.2199, -0.2051, -0.5188], [0.1657, -0.2417, -0.4708], [0.4938, 0.3122, -0.6069], [-0.1316, -0.0068, -0.6113], [0.3204, 0.3343, -0.0091], [0.1416, 0.1189, -0.0451], [0.2512, 0.0107, -0.5022], [0.1751, 0.2968, -0.2719], [-0.9641, -1.5216, 1.8513], [0.1611, 1.2431, -1.2063], [0.2902, 1.8119, -1.2125], [0.9690, -0.0812, 0.7799], [-1.1019, 0.3432, -0.5926], [0.4846, -1.2472, 0.1076], [-0.4955, 0.3621, -0.2693], [0.2523, -0.4186, -0.0379], [0.3688, -0.1913, -0.2354], [0.3236, 0.4834, 0.1963], [-0.2305, -0.1526, 0.5025], [-0.0101, -0.1611, -0.3771], [0.1605, 0.0002, 0.7261], [-0.1375, -0.1855, -0.0622], [0.5294, -0.5916, -0.3847], [-0.2258, -0.0456, -0.0482], [-0.3642, 0.1861, 0.3646], [-0.6935, 0.5063, 0.5346], [1.6215, -1.0818, -0.3074], [0.5801, 1.2541, 0.4604], [0.5608, -0.2627, 1.7304], [-1.2858, 0.0590, -1.1486], [-0.4606, 0.5427, -1.2695], [-0.0294, -0.0532, -0.0390], [-0.0611, -0.2165, 0.0884], [0.3592, 0.0672, -0.1168], [-0.0015, -0.0056, -0.0513], [-0.4740, -0.5992, 0.2259], [0.4823, -0.0500, 0.2830], [0.0724, -0.1948, -0.2126], [0.3179, 0.1459, -0.0922], [-0.6732, 0.0385, 0.1199], [-0.4682, -0.3479, -0.1404], [-0.1517, 0.6314, 0.0251], [0.6656, 0.1905, -0.7620], [0.4800, 0.3947, 0.8600], [-0.4501, 2.5493, 0.3427], [-1.4453, -1.5392, -1.3353], [0.9208, 0.2708, -0.4289], [0.0605, -1.4234, -0.4592], [0.2791, 0.0726, -0.3548], [-0.0036, 0.1409, -0.0065], [0.2014, -0.5652, 0.4161], [-0.0162, 0.2231, -0.2488], [0.4370, -0.2752, -0.1794], [0.3637, -0.2872, 0.1405], [-0.2669, 0.4475, 0.1868], [-0.2309, -0.0295, 0.6746], [0.0769, 0.0237, 0.3823], [-0.1550, 0.1792, -0.0760], [-1.1129, -0.2183, 0.5198]], "e_tot_ev": -91391.77996, "spin_multiplicity": 2, "e_homo_ev": [-10.8210, -10.8207], "gap_ev": [9.14, 3.84], "charge": 1, "s2": 0.7554, "e_lumo_ha": [-0.0617, -0.2566]}